{
  "formula": "C25H21BCl4F5N4O5RuS",
  "method": "ωB97M-V/def2-TZVPD",
  "total_energy_ev": -120235.152,
  "e_above_lowest_kcal_mol": 0.0,
  "homo_ha": [-0.3633, -0.3659],
  "fmax_ev_per_a": 0.49,
  "orbital_gap_ev": [5.79, 5.87],
  "charge": 1,
  "lumo_ev": [-4.096, -4.081],
  "symbols": ["Ru", "C", "C", "N", "C", "C", "C", "O", "O", "C", "O", "C", "C", "C", "F", "C", "C", "C", "N", "C", "C", "N", "C", "C", "H", "H", "H", "H", "H", "H", "H", "H", "H", "H", "H", "H", "H", "H", "H", "H", "H", "H", "Cl", "C", "C", "Cl", "C", "Cl", "C", "O", "C", "O", "C", "Cl", "S", "C", "C", "N", "C", "H", "H", "H", "F", "B", "F", "F", "F"],
  "coordinates": [[3.306, -1.222, 0.245], [-1.174, 5.022, 0.831], [-0.654, 4.369, -0.439], [-0.116, 3.027, -0.196], [1.218, 2.867, -0.113], [1.859, 1.697, 0.174], [3.378, 1.757, 0.108], [3.899, 2.858, 0.086], [4.019, 0.643, 0.049], [1.071, 0.570, 0.523], [1.509, -0.533, 0.942], [-0.369, 0.709, 0.353], [-1.177, -0.427, 0.462], [-2.513, -0.333, 0.222], [-3.269, -1.451, 0.252], [-3.127, 0.885, -0.109], [-2.331, 2.012, -0.202], [-0.944, 1.932, -0.011], [-4.510, 0.975, -0.368], [-5.000, 1.673, -1.538], [-6.065, 2.681, -1.084], [-6.678, 2.134, 0.184], [-6.860, 0.645, 0.097], [-5.464, -0.004, 0.124], [-1.575, 6.011, 0.607], [-0.368, 5.139, 1.556], [-1.960, 4.426, 1.296], [0.155, 4.956, -0.867], [-1.424, 4.304, -1.209], [1.831, 3.739, -0.302], [-0.716, -1.387, 0.653], [-2.794, 2.962, -0.429], [-5.436, 0.965, -2.252], [-4.194, 2.184, -2.056], [-6.867, 2.804, -1.811], [-5.648, 3.655, -0.836], [-7.556, 2.606, 0.395], [-6.026, 2.323, 0.948], [-7.395, 0.457, -0.832], [-7.478, 0.320, 0.930], [-5.500, -0.919, -0.475], [-5.200, -0.284, 1.142], [4.220, -7.715, -1.376], [4.400, -6.033, -1.135], [5.576, -5.374, -1.689], [6.719, -6.321, -2.534], [5.780, -4.039, -1.541], [7.140, -3.216, -2.158], [4.801, -3.277, -0.829], [4.887, -2.038, -0.605], [3.629, -3.931, -0.275], [2.832, -3.184, 0.351], [3.459, -5.343, -0.440], [2.067, -6.063, 0.235], [5.797, -1.090, 3.991], [4.298, -1.862, 4.294], [3.528, -1.834, 3.185], [4.122, -1.205, 2.113], [5.322, -0.769, 2.400], [4.066, -2.290, 5.254], [2.533, -2.235, 3.068], [5.926, -0.229, 1.685], [0.684, -0.879, -3.047], [1.347, -1.778, -2.248], [2.513, -1.005, -1.653], [1.925, -2.834, -2.914], [0.569, -2.203, -1.181]]
}